1.
C8H12Si in the gas phase at a distorted geometry, computed with the ωB97M-V functional and the def2-TZVPD basis.

The value obtained for the HOMO energy is -9.48 eV. The value obtained for the total energy is -601.4145 Ha. Its SMILES is C=C[Si](C=C)(C=C)C=C. For the relative energy (zero: lowest compared OMol25 entry of this formula, charge and spin), the calculation gives 9.46 kcal per mole. Its total charge is 0.

XYZ file:
```
21
C8H12Si the ωB97M-V functional and the def2-TZVPD basis
C -0.80733 0.25111 2.63858
C -0.53306 2.61642 -0.38768
C -1.36517 -0.82079 -1.90360
C 1.66135 -2.29171 -0.53613
C 0.28307 0.14476 1.90204
C 0.47549 1.79105 -0.50550
C -1.19665 -0.72521 -0.61219
C 1.76452 -0.97905 -0.54790
Si 0.33655 0.00433 0.05114
H -1.78892 0.06952 2.25910
H -0.73849 0.62084 3.64622
H -0.51774 3.61219 -0.78173
H -1.34672 2.30641 0.24538
H -0.64697 -0.48455 -2.63449
H -2.22552 -1.40134 -2.25658
H 0.77520 -2.79092 -0.17862
H 2.46784 -2.86900 -0.86837
H 1.23653 0.49496 2.21995
H 1.40384 2.11791 -0.96211
H -1.86132 -1.18607 0.10208
H 2.62352 -0.48086 -0.88961
```

Löwdin charges in e: -0.057 -0.062 -0.055 -0.045 -0.219 -0.223 -0.241 -0.216 0.512 0.038 0.048 0.049 0.049 0.060 0.062 0.057 0.037 0.050 0.055 0.061 0.043

2.
A molecular structure, C8H13AsCl3GeNOSSe2Te2Zn, computed with the ωB97M-V functional and the def2-TZVPD basis.

The value obtained for the HOMO energy is -1.42 eV. The value obtained for the total energy is -13652.5825 Ha. For the relative energy (zero: lowest compared OMol25 entry of this formula, charge and spin), the calculation gives 20.55 kcal per mole. Its total charge is -2.

XYZ file:
```
34
C8H13AsCl3GeNOSSe2Te2Zn the ωB97M-V functional and the def2-TZVPD basis
Zn -0.61013 0.57800 1.18312
O 0.75640 -0.98510 1.81414
N 1.87762 -1.22543 1.19434
C 2.66710 -2.19848 1.69671
C 3.86519 -2.52000 1.12077
C 4.27272 -1.80953 -0.00762
C 3.46409 -0.81299 -0.50295
C 2.23700 -0.48776 0.10192
S 1.21319 0.76610 -0.46739
H 2.26578 -2.67760 2.57429
H 4.46998 -3.30367 1.55697
H 5.22111 -2.03053 -0.48382
H 3.74964 -0.23002 -1.36790
Se -2.93711 -2.83925 1.37503
Te -2.14340 -0.90781 2.68695
Te -4.04570 0.96343 2.16693
Se -2.25200 2.68564 1.80069
C -1.45070 -0.62634 -3.15064
As -2.03013 0.21363 -1.47441
C -3.95087 0.21444 -1.78870
C -1.67734 2.03718 -2.10347
H -1.87968 -0.10562 -4.00884
H -1.74852 -1.67470 -3.16901
H -0.36256 -0.56854 -3.19669
H -4.18780 0.59818 -2.78536
H -4.39891 0.84842 -1.02811
H -4.33414 -0.79521 -1.67014
H -2.07219 2.18140 -3.11461
H -0.59991 2.21623 -2.11158
H -2.14796 2.73658 -1.41821
Cl 3.22055 1.24163 3.26157
Ge 1.07721 2.07976 3.13555
Cl 1.72835 4.23710 2.79295
Cl 0.74312 2.20086 5.38753
```

Löwdin charges in e: -0.129 -0.361 -0.219 -0.033 -0.083 -0.099 -0.104 -0.661 0.599 0.137 0.095 0.095 0.095 -0.494 0.135 0.045 -0.329 -0.337 0.993 -0.349 -0.354 0.011 0.012 0.003 0.015 -0.032 0.012 0.014 -0.014 -0.017 -0.156 -0.145 -0.174 -0.171

3.
A molecular structure, C8H13BEuN2 at a distorted geometry, computed with the ωB97M-V functional and the def2-TZVPD basis.

The value obtained for the HOMO energy (spin up / spin down) is 1.56 / 0.78 eV. The value obtained for the total energy is -1157.1654 Ha. For the relative energy (zero: lowest compared OMol25 entry of this formula, charge and spin), the calculation gives 0.00 kcal per mole. Its total charge is -2. The spin multiplicity is 8.

XYZ file:
```
25
C8H13BEuN2 the ωB97M-V functional and the def2-TZVPD basis
C 1.11608 0.81006 -2.07363
C -0.17712 1.42004 -1.98592
C -1.16118 0.41131 -2.23391
C -0.47646 -0.82393 -2.47276
C 0.93007 -0.57783 -2.37232
Eu 0.01298 -0.17885 0.34755
N 2.16793 0.12996 0.72180
C 1.20121 1.12239 1.75497
C 0.22706 2.01174 1.12451
H -2.24171 0.57128 -2.27300
H -0.37279 2.46992 -1.76093
H -0.94456 -1.77842 -2.71993
H 1.72795 -1.30872 -2.51107
H 2.07149 1.31537 -1.93077
H 0.61805 2.77243 0.45360
H 0.77480 0.50388 2.58159
H 2.76659 -0.39572 1.37489
H -0.63939 2.26130 1.74224
H 1.94015 1.80457 2.21391
B -2.68213 -3.67148 2.70719
C -1.94849 -2.44733 2.14508
N -1.38711 -1.51130 1.72178
H -3.56489 -3.27788 3.44838
H -1.87101 -4.34694 3.31725
H -3.14800 -4.29806 1.77162
```

Löwdin charges in e: -0.263 -0.270 -0.271 -0.272 -0.265 1.230 -0.289 -0.570 -0.397 0.055 0.062 0.053 0.058 0.063 -0.013 0.049 -0.107 -0.029 0.048 -0.507 -0.268 -0.046 -0.019 -0.017 -0.016